Formula: C78H176F24N8O4P4
Source: the Open Molecules 2025 dataset
Level of theory: ωB97M-V/def2-TZVPD

Structure (XYZ):
```
294
Properties=species:S:1:pos:R:3:forces:R:3
C 2.800040 -8.467552 5.037183 -0.11 0.56 0.94
C 2.633728 -6.957344 5.196089 0.96 0.65 -0.86
C 3.992513 -6.201897 4.863303 -1.79 -0.02 1.99
C 3.681204 -4.713951 4.991207 -0.51 -0.51 1.08
N 4.876005 -3.832766 4.767854 0.17 0.23 -1.37
C 4.415333 -2.411254 4.883940 -0.05 0.74 0.28
C 4.507208 -2.046134 6.365269 0.26 -1.22 0.95
C 5.411351 -3.180246 7.003800 -0.77 0.55 -0.57
C 5.933679 -3.986410 5.842943 0.33 -0.30 -0.28
C 5.423382 -4.114474 3.330687 -0.09 0.19 0.74
C 4.449810 -3.793117 2.178378 0.49 -0.25 -0.09
C 5.213716 -4.132987 0.845872 -0.15 -0.19 1.55
H 1.880631 -9.026538 5.151450 -0.26 0.01 0.48
H 3.556485 -8.817773 5.755241 -0.31 -0.15 -0.32
H 3.096757 -8.692846 4.043388 0.68 -0.17 -0.92
H 2.247366 -6.636583 6.171178 0.35 -0.29 0.05
H 1.930302 -6.532554 4.480013 -0.37 -0.31 -0.20
H 4.309249 -6.371992 3.871499 0.22 -0.77 -1.07
H 4.745187 -6.573168 5.577374 -0.09 0.36 -0.33
H 3.233213 -4.513872 5.989817 0.67 0.06 -0.40
H 2.861255 -4.420417 4.305353 0.82 -0.12 0.00
H 4.964275 -1.732182 4.220035 0.16 -0.44 0.14
H 3.381951 -2.420167 4.588507 -0.32 0.28 -0.44
H 4.860902 -1.036777 6.609560 -0.20 -0.32 -0.37
H 3.528212 -2.245223 6.826776 0.22 0.78 -0.17
H 6.143320 -2.818672 7.714357 0.25 -0.05 -0.13
H 4.728767 -3.833511 7.507285 -0.20 -0.27 0.81
H 6.912067 -3.681507 5.490853 -0.07 0.57 -0.51
H 6.071023 -5.038923 6.037008 -0.23 -0.29 0.24
H 5.708058 -5.173609 3.310643 0.03 0.41 0.06
H 6.340320 -3.516565 3.310994 -0.20 -0.01 -0.35
H 4.129206 -2.734926 2.235892 0.18 -0.54 -0.28
H 3.553167 -4.448363 2.233288 0.48 0.41 0.05
H 5.611339 -5.155499 0.959013 -0.10 0.32 -0.28
H 6.041976 -3.448627 0.681846 -0.04 0.06 -0.06
H 4.537218 -4.109075 0.013633 -0.25 0.08 -0.43
C -6.181599 2.552031 1.924034 0.14 -0.95 0.59
C -5.133805 2.885335 0.871293 -0.70 0.23 0.75
C -5.072544 4.381830 0.562506 0.43 -1.18 0.39
C -4.147121 4.536186 -0.628477 -0.16 0.33 0.95
N -4.277859 5.859049 -1.241475 -0.27 0.38 0.53
C -3.221706 5.979425 -2.319808 0.29 -0.36 -0.86
C -2.241465 7.078795 -1.882661 -1.33 -0.44 0.35
C -3.162842 7.952165 -1.016248 0.76 -0.74 0.62
C -3.980427 6.946121 -0.182054 0.22 0.81 -1.27
C -5.680292 6.115149 -1.822495 0.98 0.75 0.51
C -6.100669 5.117037 -2.885775 0.09 -0.88 -0.08
C -7.348613 5.562656 -3.624594 -0.05 0.10 0.64
H -6.057739 3.041135 2.891540 0.17 0.36 -0.18
H -6.148368 1.482551 2.169090 0.12 -0.06 -0.11
H -7.199357 2.695639 1.604551 -0.39 0.44 -0.33
H -5.377199 2.321046 -0.015411 -0.12 -0.19 -0.55
H -4.157793 2.548353 1.207198 0.11 0.06 0.05
H -4.689511 4.852536 1.466343 0.26 0.25 -0.13
H -6.072265 4.786558 0.428163 -0.12 -0.12 -0.36
H -4.302439 3.799793 -1.383310 -0.58 -0.56 -0.66
H -3.101286 4.423904 -0.367961 0.03 0.08 0.46
H -3.783461 6.115450 -3.252320 0.62 0.33 0.15
H -2.691241 5.016986 -2.388810 -0.40 0.31 -0.14
H -1.716945 7.590189 -2.701714 -0.28 -0.26 0.33
H -1.573747 6.548569 -1.212590 0.61 0.37 -0.07
H -3.786621 8.571803 -1.623225 -0.51 0.49 -0.34
H -2.573279 8.562207 -0.362718 0.17 0.60 0.38
H -4.884698 7.388963 0.234891 -0.27 -0.22 -0.42
H -3.453203 6.541452 0.672551 0.39 -0.30 -0.40
H -5.502069 7.137331 -2.198635 -0.74 -0.36 -0.23
H -6.358029 6.185568 -0.946744 0.25 -0.14 -0.80
H -6.279115 4.125207 -2.439594 0.00 0.32 0.11
H -5.317529 4.945524 -3.619166 0.33 0.08 0.02
H -8.081991 5.765243 -2.864411 -0.70 0.25 0.17
H -7.784708 4.818312 -4.291703 0.37 0.06 -0.04
H -7.144076 6.489839 -4.136412 -0.12 0.23 -0.43
C -4.940518 -4.106635 -4.188789 -0.64 1.65 0.47
C -4.608508 -3.245165 -2.940235 0.00 -0.44 -0.63
C -4.616582 -4.181219 -1.719423 -0.25 -0.15 -0.08
C -3.378092 -5.007235 -1.897293 1.57 -0.70 -0.12
N -2.898753 -5.917647 -0.766945 -2.08 0.86 -1.12
C -3.902478 -7.048216 -0.728897 0.10 -0.23 1.14
C -3.239868 -8.095898 0.156190 0.25 -0.07 -0.65
C -1.720198 -7.842958 -0.117477 -0.06 -0.77 1.01
C -1.620491 -6.638558 -1.057863 0.02 0.09 1.32
C -2.903684 -5.113206 0.515007 1.83 -1.42 -0.63
C -1.856114 -3.999187 0.525352 -0.47 0.01 0.81
C -1.994071 -3.219170 1.849809 0.73 -0.17 0.19
H -5.921988 -4.532681 -4.092074 -0.29 -0.89 0.44
H -4.177092 -4.803611 -4.453880 0.33 -0.53 -0.15
H -5.130539 -3.461718 -5.021483 0.49 0.31 -0.67
H -5.330608 -2.440007 -2.818710 -0.24 -0.10 -0.01
H -3.624921 -2.743532 -3.104314 -0.58 -0.50 0.44
H -5.539697 -4.771404 -1.651360 0.13 -0.03 -0.49
H -4.615010 -3.671177 -0.779929 0.30 0.89 0.49
H -2.559731 -4.312451 -2.079710 0.09 -0.31 -0.20
H -3.469876 -5.706332 -2.734732 0.12 0.46 0.00
H -4.850133 -6.718018 -0.299901 0.04 0.19 -0.40
H -4.012137 -7.404078 -1.756632 -0.12 0.13 0.21
H -3.542785 -7.994648 1.205074 0.32 0.09 -0.21
H -3.568186 -9.082732 -0.159533 0.11 -0.10 0.03
H -1.217964 -7.761921 0.843208 0.17 0.64 0.07
H -1.217659 -8.704004 -0.532153 -0.11 -0.25 -0.48
H -0.793015 -5.938391 -0.830178 -0.33 -0.70 -0.80
H -1.681478 -7.037584 -2.069761 0.31 0.70 -0.15
H -2.660834 -5.882139 1.267467 -0.37 0.68 0.19
H -3.896377 -4.744508 0.569037 -0.80 0.22 0.62
H -1.939344 -3.299283 -0.318135 -0.17 -0.34 0.26
H -0.857843 -4.426202 0.466739 0.03 0.06 -0.01
H -1.198511 -2.450049 1.863895 -0.80 0.11 0.01
H -1.789684 -3.809746 2.761074 -0.03 -0.25 -0.50
H -3.013827 -2.843004 1.987873 0.27 0.46 -0.20
C -2.296193 0.999620 4.019248 -0.68 0.75 0.73
C -3.724884 1.311348 4.432476 0.08 -0.84 -0.12
C -4.305425 0.246791 5.379769 -0.16 -0.38 -0.39
C -4.241234 -1.165939 4.756673 -0.73 -0.18 0.51
N -5.001062 -2.233654 5.552833 -0.73 0.55 -0.19
C -4.391729 -2.506472 6.908255 -0.27 0.44 -0.10
C -4.888641 -3.903382 7.297842 -0.21 0.70 -0.11
C -5.107134 -4.648932 5.965181 -0.30 -0.34 0.25
C -4.897218 -3.591601 4.911038 1.55 0.84 -0.80
C -6.436496 -1.827470 5.689807 -0.69 0.11 -0.29
C -7.223355 -1.438261 4.356883 0.58 0.26 1.59
C -8.724210 -1.335713 4.666780 0.81 -0.49 0.35
H -1.930147 1.921751 3.591945 0.51 -0.10 -0.53
H -2.318193 0.183113 3.327399 0.66 -0.56 -0.46
H -1.740181 0.817846 4.939848 0.38 -0.39 -0.22
H -4.354954 1.366525 3.519585 0.23 0.48 0.71
H -3.617723 2.235172 4.988282 -0.85 0.40 -0.14
H -5.368610 0.457295 5.505414 0.14 0.29 0.42
H -3.759375 0.305079 6.348352 -0.50 -0.26 -0.53
H -3.246791 -1.549453 4.736744 0.91 -0.12 -0.24
H -4.676364 -1.230514 3.744021 0.24 0.34 0.37
H -4.631439 -1.697571 7.621454 0.05 -0.45 -0.41
H -3.358791 -2.444517 6.633770 0.95 -0.29 0.57
H -5.848631 -3.761949 7.779601 -0.17 -0.14 0.21
H -4.264986 -4.387191 8.032173 0.39 -0.15 -0.01
H -6.152582 -4.971421 5.932350 0.27 -0.26 -0.05
H -4.465027 -5.536678 5.793345 -0.33 0.64 0.20
H -5.548590 -3.629000 4.065913 -0.61 -0.07 -0.44
H -3.875830 -3.548130 4.498885 -0.18 -0.57 0.18
H -6.414061 -1.005244 6.436935 -0.45 -0.45 -0.65
H -6.880405 -2.701102 6.168558 -0.46 0.21 -0.07
H -7.008813 -2.072564 3.508313 0.08 -0.54 -0.03
H -6.908378 -0.440928 4.055512 0.21 0.13 -0.01
H -8.787380 -0.729469 5.570788 -0.53 0.70 -0.45
H -9.149525 -2.273365 5.018482 -0.02 -0.34 -0.48
H -9.236402 -0.978169 3.764975 -0.17 0.15 0.70
C 8.323929 0.874955 5.771902 -0.09 0.45 -1.10
C 6.925918 1.312013 5.280088 1.49 0.29 1.53
C 7.002689 2.433540 4.252599 0.62 -1.38 -0.12
C 5.603652 2.705274 3.797390 -0.21 2.32 -1.41
N 5.542797 4.082614 3.051783 0.07 -0.46 0.19
C 4.218917 4.165784 2.266864 1.11 -1.10 -0.36
C 3.582825 5.449658 2.713098 -0.86 0.67 0.15
C 4.036699 5.662075 4.181361 0.05 -0.50 -0.63
C 5.476787 5.178059 4.150438 0.17 -0.59 -0.62
C 6.729279 4.230798 2.138823 0.57 1.44 -0.18
C 6.720023 5.502023 1.276327 -0.45 -0.83 1.23
C 8.035871 5.527014 0.542377 -0.17 1.26 -1.56
H 8.760465 1.776109 6.213460 0.32 -0.38 0.05
H 8.955951 0.522157 4.955067 0.08 0.20 -0.08
H 8.314632 0.072134 6.486907 -0.25 -0.18 0.53
H 6.527671 1.691763 6.206479 -0.93 0.33 0.27
H 6.305696 0.481949 4.988913 -0.25 -0.35 -0.55
H 7.650441 2.035013 3.451449 -0.52 0.32 -0.11
H 7.552196 3.326059 4.608623 -0.57 -0.44 0.28
H 4.883932 2.894192 4.580792 -0.03 -0.39 0.60
H 5.146574 2.018633 3.097619 0.46 -0.59 -0.14
H 4.466739 4.005858 1.187366 -0.34 0.54 0.89
H 3.705699 3.241618 2.535676 -0.48 0.38 0.16
H 3.857682 6.272139 2.052246 0.23 0.08 0.13
H 2.493295 5.398907 2.678393 0.04 -0.11 -0.15
H 3.972260 6.688234 4.557620 -0.08 -0.22 -0.26
H 3.409414 5.022808 4.812382 0.19 0.11 0.07
H 6.171592 5.967714 3.894150 0.06 0.08 -0.09
H 5.818628 4.679007 5.044299 0.08 0.22 0.36
H 6.831883 3.415799 1.419601 -0.32 -0.45 0.59
H 7.648559 4.355935 2.719281 -0.33 -0.63 0.29
H 6.504108 6.388043 1.889744 0.49 -0.05 -0.22
H 5.864524 5.392439 0.640822 -0.25 0.29 -0.98
H 8.177276 4.735274 -0.177129 -0.13 -0.96 0.27
H 8.945257 5.644037 1.118027 -0.08 -0.03 0.43
H 7.995868 6.346601 -0.174838 0.20 0.52 0.27
C 3.326831 4.712156 -1.412516 0.15 0.43 0.55
C 2.206301 4.052093 -2.163891 0.90 -1.18 0.30
C 1.789162 2.829653 -1.310906 -1.39 0.56 -0.23
C 0.725687 2.110666 -2.134956 0.95 -0.99 1.41
N -0.112011 1.084967 -1.408618 -0.12 -0.03 0.57
C -1.041159 0.513375 -2.412028 0.00 -0.58 -0.56
C -2.193249 -0.147685 -1.645951 1.10 0.22 -0.24
C -2.248338 0.735742 -0.370442 -0.79 0.28 -0.31
C -1.116256 1.754458 -0.491873 0.26 -0.01 -0.11
C 0.667663 -0.069977 -0.791668 1.02 1.07 1.10
C 1.100115 0.106249 0.683922 -0.28 -0.36 -0.39
C 1.837594 -1.163403 1.134125 0.04 0.05 0.38
H 3.678944 5.651594 -1.827476 0.21 -0.07 -0.31
H 4.129990 3.994892 -1.261896 0.35 0.13 -0.13
H 2.949944 4.960147 -0.420129 -0.04 0.11 0.21
H 2.571838 3.609988 -3.096672 -0.03 0.48 -0.29
H 1.418914 4.767936 -2.383061 -0.38 -0.29 0.06
H 1.379135 3.194188 -0.368220 -0.07 -0.02 0.14
H 2.618592 2.145991 -1.082330 -0.02 0.37 -0.16
H 1.296351 1.534461 -2.840806 -0.16 -0.22 -0.90
H 0.013668 2.759364 -2.600992 -0.14 0.50 -0.39
H -0.450444 -0.142952 -3.051193 -0.30 -0.01 -0.11
H -1.400972 1.371616 -2.962532 -0.19 -0.13 -0.25
H -1.939543 -1.181391 -1.414071 -0.08 -0.07 0.04
H -3.048573 -0.176133 -2.326755 -0.20 0.25 0.50
H -2.106789 0.150471 0.535641 -0.13 -0.14 0.05
H -3.216917 1.245494 -0.310153 0.31 -0.07 0.20
H -0.692634 2.102920 0.435892 0.25 -0.38 0.21
H -1.367394 2.681737 -1.004857 -0.42 -0.13 -0.18
H 1.584678 -0.224256 -1.370591 -0.44 -0.04 -0.26
H 0.036610 -0.937402 -0.795128 -0.19 -0.45 -0.47
H 0.181825 0.177405 1.254647 -0.19 0.22 0.40
H 1.687820 1.008258 0.866695 0.03 -0.16 -0.14
H 2.020318 -1.191735 2.208562 0.23 0.57 0.14
H 2.778543 -1.333496 0.626523 0.20 0.22 -0.15
H 1.258561 -2.065665 1.017324 -0.59 -0.34 -0.59
C -4.657970 -0.835018 -5.439829 -0.37 -1.25 0.03
O -3.561789 -1.015618 -6.329727 0.14 0.16 0.45
C -2.289976 -0.786411 -5.731590 0.12 -0.09 -1.30
C -1.348381 -0.653857 -6.948608 -0.05 0.71 0.87
N -1.623804 0.652139 -7.645614 -1.07 -0.16 -0.16
H -2.648055 0.711176 -7.771412 0.26 0.11 -0.25
H -1.426006 1.427124 -7.016852 0.10 -0.12 0.39
C -0.953566 0.976845 -8.943218 -0.11 -1.79 -0.40
C -1.396764 2.323108 -9.416206 -1.08 -0.12 0.24
O -2.830936 2.206132 -9.580003 0.66 0.46 0.34
C -3.490064 3.496936 -9.644831 -0.07 -0.71 -0.07
H -5.233349 0.007724 -5.791196 -0.10 0.51 0.46
H -4.326842 -0.823054 -4.392592 -0.02 0.69 -0.24
H -5.328425 -1.721774 -5.457202 0.43 0.61 -0.46
H -1.998067 -1.657215 -5.132696 0.14 0.25 0.04
H -2.244200 0.147004 -5.165650 -0.25 -0.14 0.23
H -1.580659 -1.496422 -7.601340 0.55 0.23 -0.22
H -0.320281 -0.533004 -6.603054 0.07 -0.72 -0.20
H -1.259621 0.210870 -9.661509 -0.11 0.04 0.08
H 0.113667 0.825099 -8.808507 0.17 0.47 0.08
H -0.874769 2.574136 -10.345192 -0.15 0.15 0.09
H -1.167498 3.020039 -8.610969 0.01 0.54 -0.28
H -3.357402 3.884898 -10.658701 0.17 0.42 0.34
H -3.121981 4.120893 -8.827890 0.16 0.30 -0.35
H -4.568983 3.378418 -9.479575 0.36 -0.40 -0.07
C 6.229550 -3.666853 -6.879335 1.80 -0.99 1.41
O 5.468305 -3.162441 -5.785082 0.04 0.51 -0.76
C 4.104881 -3.245815 -6.080412 -0.14 -0.43 0.71
C 3.338805 -2.360415 -5.139891 -0.37 0.21 0.80
N 3.879883 -0.938307 -5.099892 0.16 -1.47 -0.62
H 4.884942 -1.012176 -5.336831 -0.25 0.28 0.18
H 3.453979 -0.320071 -5.805620 0.21 -0.53 0.11
C 3.726249 -0.267005 -3.780694 -0.16 -0.02 -0.73
C 4.114697 1.144605 -4.078436 0.57 0.71 -0.57
O 5.384053 1.044560 -4.747993 0.20 0.56 0.42
C 6.182829 2.278638 -4.702943 0.01 -1.98 -0.48
H 6.159754 -3.124960 -7.790622 -0.71 0.66 -0.80
H 6.071880 -4.749287 -7.047906 -0.22 0.50 0.08
H 7.273528 -3.541453 -6.560559 -0.24 -0.22 -0.10
H 3.804032 -4.295433 -5.963968 -0.46 0.22 0.00
H 3.884305 -2.943692 -7.083222 0.05 0.18 -1.00
H 3.356150 -2.737154 -4.114166 0.27 0.13 -0.14
H 2.290085 -2.319247 -5.402099 -0.17 0.04 -0.15
H 4.414450 -0.680782 -3.078620 0.49 -0.52 0.22
H 2.717007 -0.479117 -3.428272 -0.04 0.42 -0.04
H 4.141911 1.735520 -3.185328 0.37 0.28 0.73
H 3.398703 1.653130 -4.738402 -0.16 -0.11 -0.18
H 7.103704 2.154212 -5.289485 -0.49 -0.38 0.01
H 6.493815 2.432747 -3.690977 -0.18 0.58 0.68
H 5.588883 3.016836 -5.176054 -0.41 1.25 -0.02
P 5.350998 0.462975 -0.251158 -2.37 1.09 1.12
F 4.254816 1.211291 0.791213 0.64 -0.37 -0.13
F 5.417143 1.850950 -1.107769 -0.25 -0.40 -0.25
F 6.527924 1.038283 0.646377 0.59 -0.47 0.39
F 6.245044 -0.300290 -1.254245 1.35 -0.11 -1.32
F 5.247933 -0.917619 0.590290 -0.13 0.29 0.86
F 4.006887 -0.006476 -1.081202 -0.01 0.19 -0.21
P 0.215850 -3.490891 -3.231201 1.00 -1.21 2.03
F 0.052996 -3.462396 -1.533432 0.23 0.71 -1.42
F 1.779045 -3.964489 -2.989613 -0.89 -0.14 0.24
F -0.363396 -4.953458 -3.207032 0.07 -1.65 0.57
F 0.439890 -3.668551 -4.769376 -0.38 0.53 -1.73
F -1.343049 -3.004204 -3.330867 0.50 0.94 -0.32
F 0.751762 -1.994021 -3.334152 -0.37 0.98 0.55
P -1.095704 4.724075 1.961645 -1.11 -1.99 -2.36
F -2.323254 5.734258 2.147448 0.71 1.05 0.19
F -2.343109 3.582118 1.769612 1.28 -0.04 0.14
F -1.168255 4.963454 0.278615 0.14 -0.28 1.22
F -0.012869 3.476543 1.673904 -0.44 0.93 0.30
F 0.068332 5.775068 2.026198 0.10 0.57 0.00
F -1.007567 4.454659 3.498326 -0.10 -0.36 0.89
P -1.889746 3.330794 -5.257332 0.44 -0.05 1.93
F -1.051720 3.851788 -6.529901 -0.67 -0.96 0.03
F -0.864565 4.123691 -4.273542 0.10 0.34 -0.27
F -2.881795 4.523506 -5.302443 -0.56 1.66 -0.76
F -2.662810 2.859567 -3.918367 -0.32 -0.97 0.89
F -2.987777 2.424818 -6.102248 1.40 0.17 -0.35
F -0.873324 2.016534 -5.058831 -0.51 0.09 -1.20
```
Forces are in eV/Å.

The total energy comes out at -206219.788 eV. The total charge is +4. The calculation puts the gap between HOMO and LUMO at 9.059 eV. Its LUMO energy is -0.25048 hartree.